# 1
Density functional theory data (ωB97M-V/def2-TZVPD) for a structure of composition C18H28BrGeN2ReSSi.

Geometry as XYZ:
```
53
Properties=species:S:1:pos:R:3:mulliken_charge:R:1
Re -0.35815 -0.25843 -0.31719 0.104
C -2.46540 -0.97981 4.29473 -1.345
Ge -1.32492 -1.57800 2.75517 0.704
C -1.98601 -3.41683 2.27790 -1.321
C 0.50423 -1.92613 3.50182 -1.237
C -1.41210 -0.20808 1.34777 -0.195
H -2.38449 -1.65249 5.14167 0.362
H -3.50736 -0.92988 3.99303 0.381
H -2.17036 0.01223 4.61981 0.356
H -2.30959 -3.93507 3.17942 0.434
H -1.19583 -4.00516 1.81740 0.321
H -2.82348 -3.38107 1.58766 0.341
H 0.56977 -2.96541 3.81677 0.400
H 0.70933 -1.29600 4.36293 0.427
H 1.27317 -1.74132 2.75712 0.194
H -1.96079 0.66273 1.72403 0.455
S -1.37409 1.41724 -1.39872 -0.540
C 2.97646 2.82720 -1.45682 -1.140
Si 2.58178 1.50379 -0.12673 0.003
C 1.39657 2.23023 1.17694 -1.004
C 4.23811 1.15890 0.79555 -1.237
N 1.72598 0.18583 -0.84033 -0.064
C 2.14958 -0.50566 -1.93386 -0.149
C 1.21675 -1.04463 -2.84717 0.078
C 1.60881 -1.82704 -3.91013 -0.839
C 2.95031 -2.09946 -4.12533 -0.531
C 3.88974 -1.55345 -3.26355 -0.755
C 3.50755 -0.77130 -2.19654 0.134
H 3.49880 3.68277 -1.03895 0.368
H 2.05522 3.18245 -1.90809 0.288
H 3.59247 2.41290 -2.25048 0.368
H 1.83402 3.08248 1.68579 0.405
H 1.12382 1.48785 1.92499 0.183
H 0.47373 2.55192 0.70044 0.266
H 4.47233 2.00694 1.43348 0.381
H 5.07235 1.03186 0.11112 0.387
H 4.19294 0.27825 1.42905 0.343
H 0.15058 -0.83037 -2.72405 0.382
H 0.86251 -2.22269 -4.58753 0.408
H 3.25858 -2.71897 -4.95450 0.379
H 4.94035 -1.75916 -3.42248 0.364
H 4.25590 -0.36740 -1.53160 0.216
Br 3.05454 -4.99362 -1.01038 -0.200
C 1.31623 -4.21534 -1.05017 -0.355
C 0.26979 -4.92357 -1.63624 -0.266
C -0.98609 -4.31237 -1.59721 -0.987
C -1.13129 -3.08718 -1.00100 -0.272
N -0.10682 -2.41334 -0.41962 0.467
C 1.10555 -3.00545 -0.43654 -0.283
H 0.41991 -5.89027 -2.08924 0.460
H -1.84320 -4.81889 -2.01304 0.439
H -2.09502 -2.58819 -0.96761 0.419
H 1.91275 -2.47492 0.05748 0.502
```

F_max: 3.83 eV Å⁻¹
charge: -1
gap between HOMO and LUMO (spin up / spin down): 5.4 / 5.8 eV
relative energy (zero: lowest compared OMol25 entry of this formula, charge and spin): 10.66 kcal/mol
expectation value of S²: 0.794
DFT total energy: -6229.12673 a.u.
2S+1: 2


# 2
Density functional theory data (ωB97M-V/def2-TZVPD) for a structure of composition C18H28Cl2N6ScSe.

Geometry as XYZ:
```
56
Properties=species:S:1:pos:R:3:mulliken_charge:R:1
Sc 0.17828 0.05566 0.19603 0.238
N 0.35959 0.18420 2.45807 -0.220
C 1.24085 1.19986 3.13099 -0.602
C 2.65015 1.21399 2.56799 -0.821
C 2.77403 1.72325 1.14230 -0.473
N 2.33446 0.69875 0.12836 -0.345
H -0.56080 0.22380 2.89832 0.220
H 0.71991 -0.74017 2.70612 0.306
H 1.26861 0.98639 4.19870 0.458
H 0.77587 2.17806 3.00632 0.374
H 3.11618 0.22690 2.66341 0.350
H 3.24237 1.87357 3.20440 0.382
H 3.80835 1.99112 0.93128 0.472
H 2.16591 2.61708 0.99170 0.287
H 2.97401 -0.09455 0.20387 0.354
H 2.52716 1.08813 -0.79606 0.261
N 0.05627 0.29837 -2.09818 -0.195
C 0.05388 1.71114 -2.47000 0.442
C 0.32750 2.15931 -3.73105 -0.515
C 0.26479 3.53770 -4.02635 -0.827
C -0.09794 4.43325 -3.06147 -0.948
C -0.38990 3.99079 -1.74821 0.644
C -0.79135 4.86392 -0.71419 -0.538
C -1.06753 4.36586 0.53405 -1.157
C -0.91062 2.99820 0.75903 -0.362
N -0.52394 2.13410 -0.17695 0.593
C -0.29096 2.61730 -1.44675 0.068
H -0.79347 -0.14491 -2.45162 0.345
H 0.81359 -0.19132 -2.57292 0.413
H 0.58092 1.45706 -4.51715 0.491
H 0.48974 3.87351 -5.02908 0.445
H -0.16892 5.48961 -3.28711 0.482
H -0.88319 5.92419 -0.91810 0.502
H -1.39130 5.00686 1.34150 0.477
H -1.11333 2.59062 1.74201 0.654
C 0.08633 -4.37784 -2.47089 -0.834
N -0.36557 -4.57619 -1.09139 0.176
C -1.16537 -5.61662 -0.67172 -0.354
C -1.30352 -5.49816 0.66684 -0.350
N -0.58794 -4.38330 1.04907 0.229
C -0.41303 -3.94272 2.43014 -0.804
C -0.02972 -3.82374 -0.03520 -0.152
Se 1.19732 -2.39049 -0.06405 -0.254
H -0.23502 -5.23271 -3.05753 0.314
H 1.17084 -4.31180 -2.49653 0.374
H -0.35633 -3.47433 -2.88365 0.279
H -1.55333 -6.35177 -1.35525 0.477
H -1.83421 -6.10927 1.37599 0.473
H -0.86670 -4.68209 3.08324 0.317
H -0.91060 -2.98549 2.58253 0.203
H 0.64712 -3.86556 2.65926 0.393
Cl -3.24350 0.58712 2.39384 -0.086
C -3.59298 -0.13454 0.84239 -0.418
Cl -2.20889 -1.18950 0.27391 0.018
H -3.73658 0.62700 0.08590 0.333
H -4.43748 -0.80959 0.92389 0.413
```

F_max: 0.14 eV Å⁻¹
charge: +3
gap between HOMO and LUMO: 7.7 eV
relative energy (zero: lowest compared OMol25 entry of this formula, charge and spin): 0.00 kcal/mol
DFT total energy: -5113.05070 a.u.
2S+1: 1